[1]
ORCA calculation (ωB97M-V with the def2-TZVPD basis set) on C16H12ClF6N4O4S2W as an isolated structure at a distorted geometry.

Properties
Lowest unoccupied orbital energy (spin up / spin down) ... -12.4 / -11.8 eV
Multiplicity ... 3
HOMO energy (spin up / spin down) ... -18.56 / -18.59 eV
Charge ... +3
Largest force on an atom ... 3.38 eV Å⁻¹
Energy above the lowest of the compared OMol25 structures with the same formula, charge and spin ... 0.0 kJ/mol
⟨S²⟩ ... 2.01

XYZ file:
```
46
C16H12ClF6N4O4S2W | the Open Molecules 2025 dataset | ωB97M-V with the def2-TZVPD basis set
W 0.290 -0.386 -0.017
F 1.233 -2.989 3.962
C 0.150 -2.290 4.367
F 0.405 -1.144 4.930
F -0.704 -2.989 5.095
S -0.794 -1.795 2.776
O 0.058 -0.806 2.024
O -2.112 -1.376 3.136
N -0.820 -3.037 1.849
S -0.656 -2.820 0.354
O 0.725 -2.456 -0.194
O -1.476 -1.669 -0.205
C -1.092 -4.475 -0.436
F -0.806 -4.261 -1.730
F -2.351 -4.761 -0.278
F -0.365 -5.358 0.136
N 0.442 0.211 -2.135
C -0.611 1.023 -2.623
C -0.927 1.374 -3.916
C -2.114 2.080 -4.201
C -2.956 2.424 -3.175
C -2.591 2.135 -1.824
C -3.296 2.604 -0.713
C -2.866 2.470 0.583
C -1.796 1.581 0.735
N -1.044 1.111 -0.281
C -1.456 1.366 -1.594
H 1.374 0.772 -2.174
H 0.492 -0.619 -2.727
H -0.124 1.272 -4.629
H -2.339 2.388 -5.212
H -3.838 3.001 -3.442
H -4.187 3.257 -0.914
H -3.334 2.873 1.509
H -1.450 1.259 1.699
Cl 6.205 -0.310 -0.193
C 4.703 0.302 0.337
C 4.709 1.346 1.253
C 3.501 1.816 1.818
C 2.329 1.345 1.250
N 2.259 0.363 0.308
C 3.423 -0.099 -0.157
H 5.675 1.703 1.520
H 3.339 2.640 2.529
H 1.393 1.791 1.485
H 3.401 -0.864 -0.881
```

Mulliken atomic charge list, values in e, 6 entries:
1. W 1.78
2. F -0.16
3. C 0.65
4. F -0.13
5. F -0.12
6. S 1.23

[2]
ORCA calculation (ωB97M-V with the def2-TZVPD basis set) on one molecule with the formula C16H12F2N4OS.

Properties
Lowest unoccupied orbital energy ... 0.4 eV
HOMO energy ... -8.69 eV
Largest force on an atom ... 0.91 eV Å⁻¹
SMILES ... O=C(CSc1n[nH]c(-c2ccccc2)n1)Nc1ccc(F)cc1F
Energy above the lowest of the compared OMol25 structures with the same formula, charge and spin ... 0.0 kJ/mol

XYZ file:
```
36
C16H12F2N4OS | the Open Molecules 2025 dataset | ωB97M-V with the def2-TZVPD basis set
O 0.834 0.348 2.502
C 1.711 0.563 1.709
C 3.098 -0.045 1.870
S 3.857 -0.666 0.326
C 2.468 -1.453 -0.358
N 2.482 -2.223 -1.428
N 1.177 -2.491 -1.626
C 0.427 -1.880 -0.680
C -1.015 -1.834 -0.594
C -1.591 -1.197 0.507
C -2.963 -1.069 0.589
C -3.772 -1.572 -0.418
C -3.205 -2.213 -1.508
C -1.832 -2.346 -1.601
N 1.236 -1.226 0.133
N 1.611 1.442 0.654
C 0.351 1.772 0.135
C 0.043 1.499 -1.195
C -1.228 1.703 -1.694
C -2.207 2.183 -0.843
F -3.459 2.352 -1.309
C -1.932 2.515 0.470
C -0.647 2.317 0.943
F -0.367 2.709 2.192
H 3.031 -0.868 2.582
H 3.794 0.706 2.247
H 0.903 -3.091 -2.387
H -0.948 -0.810 1.282
H -3.403 -0.573 1.440
H -4.844 -1.465 -0.356
H -3.835 -2.607 -2.291
H -1.401 -2.837 -2.462
H 2.359 1.391 -0.027
H 0.816 1.109 -1.841
H -1.470 1.480 -2.721
H -2.693 2.925 1.114
```

Mulliken atomic charge list, values in e, 6 entries:
1. O -0.62
2. C 0.37
3. C -0.78
4. S -0.21
5. C 0.35
6. N -1.06

[3]
ORCA calculation (ωB97M-V with the def2-TZVPD basis set) on C16H12N6O8PdSe as an isolated structure.

Properties
Lowest unoccupied orbital energy (spin up / spin down) ... -8.8 / -10.7 eV
Multiplicity ... 5
HOMO energy (spin up / spin down) ... -14.86 / -14.95 eV
Charge ... +2
Largest force on an atom ... 0.92 eV Å⁻¹
Energy above the lowest of the compared OMol25 structures with the same formula, charge and spin ... 0.0 kJ/mol
⟨S²⟩ ... 6.05

XYZ file:
```
44
C16H12N6O8PdSe | the Open Molecules 2025 dataset | ωB97M-V with the def2-TZVPD basis set
Pd 0.203 0.213 -0.674
O 2.336 2.102 2.624
C 1.841 1.962 1.499
O 0.674 1.631 1.167
C 2.916 2.141 0.471
C 3.752 3.269 0.375
C 4.242 3.577 -0.863
C 3.839 2.886 -2.025
C 3.047 1.783 -1.878
C 2.780 1.199 -0.607
O 2.312 0.040 -0.418
N 2.331 1.240 -3.030
O 1.170 0.844 -2.810
O 2.819 1.284 -4.117
N 5.093 4.769 -1.034
O 5.312 5.430 -0.044
O 5.523 4.976 -2.148
H 3.946 3.912 1.222
H 4.119 3.256 -3.004
N -0.992 -3.306 -2.839
C -1.299 -2.349 -3.776
C -1.003 -1.159 -3.198
N -0.530 -1.385 -1.916
C -0.534 -2.693 -1.741
H -1.078 -4.304 -2.957
H -1.675 -2.598 -4.752
H -1.070 -0.172 -3.619
H -0.216 -3.223 -0.859
Se -3.083 -0.315 0.498
N -1.876 0.858 -0.151
C -2.275 2.062 0.211
C -1.575 3.283 -0.065
C -2.104 4.496 0.395
C -3.288 4.537 1.112
C -4.004 3.353 1.407
C -3.494 2.110 0.957
N -4.083 0.947 1.197
H -0.649 3.261 -0.626
H -1.575 5.415 0.182
H -3.679 5.485 1.457
H -4.927 3.381 1.972
O 0.088 -1.102 1.174
H 0.756 -1.800 1.136
H 0.367 -0.532 1.910
```

Mulliken atomic charge list, values in e, 6 entries:
1. Pd 0.94
2. O -0.47
3. C 0.24
4. O -0.44
5. C 0.29
6. C -0.16

[4]
ORCA calculation (ωB97M-V with the def2-TZVPD basis set) on C16H13Br4N8O9V as an isolated structure.

Properties
Lowest unoccupied orbital energy (spin up / spin down) ... -1.4 / -1.6 eV
Multiplicity ... 3
HOMO energy (spin up / spin down) ... -7.70 / -7.83 eV
Largest force on an atom ... 0.59 eV Å⁻¹
Energy above the lowest of the compared OMol25 structures with the same formula, charge and spin ... 61.9 kJ/mol
⟨S²⟩ ... 2.05

XYZ file:
```
51
C16H13Br4N8O9V | the Open Molecules 2025 dataset | ωB97M-V with the def2-TZVPD basis set
V -0.532 -1.051 -0.196
Br -5.718 -3.598 -3.873
C -4.396 -3.324 -2.557
C -4.195 -4.267 -1.548
Br -5.234 -5.838 -1.478
C -3.214 -4.044 -0.579
Br -2.878 -5.244 0.831
C -2.443 -2.898 -0.628
O -1.481 -2.583 0.257
C -2.642 -1.949 -1.640
O -1.872 -0.872 -1.565
C -3.620 -2.164 -2.599
Br -3.836 -0.825 -3.904
C -1.171 3.716 2.177
N -1.618 2.677 1.263
C -2.389 3.079 0.092
C -1.232 1.396 1.368
N -1.719 0.421 0.670
N -0.226 1.147 2.291
C 0.345 -0.083 2.562
N 1.054 -0.090 3.726
N 0.265 -1.068 1.746
H -0.187 4.105 1.897
H -1.152 3.351 3.203
H -1.885 4.534 2.144
H -2.214 4.137 -0.088
H -3.460 2.918 0.234
H -2.049 2.530 -0.786
H -2.488 0.674 0.065
H 0.291 1.940 2.628
H 0.722 0.470 4.494
H 1.526 -0.943 3.977
H 0.661 -1.938 2.088
O 6.474 -1.198 -1.336
N 6.059 -0.056 -1.295
O 6.743 0.940 -1.426
C 4.620 0.129 -1.109
C 3.804 -0.986 -0.979
C 2.460 -0.778 -0.828
C 1.853 0.505 -0.739
O 0.594 0.613 -0.577
C 2.758 1.592 -0.826
C 4.108 1.409 -1.039
N 2.295 2.959 -0.587
O 1.307 3.114 0.116
O 2.945 3.867 -1.061
N 1.553 -1.901 -0.739
O 0.550 -1.884 -1.586
O 1.882 -2.922 -0.130
H 4.217 -1.985 -1.014
H 4.764 2.264 -1.116
```

Mulliken atomic charge list, values in e, 6 entries:
1. V -0.57
2. Br -0.17
3. C 0.23
4. C 0.28
5. Br -0.17
6. C -0.37

[5]
ORCA calculation (ωB97M-V with the def2-TZVPD basis set) on one molecule with the formula C16H13BrN2O3 at a distorted geometry.

Properties
Lowest unoccupied orbital energy ... -1.1 eV
HOMO energy ... -8.52 eV
Largest force on an atom ... 8.15 eV Å⁻¹
SMILES ... O=C1C(=O)N(Cc2cccc3ccccc23)C(=O)N1CCBr
Energy above the lowest of the compared OMol25 structures with the same formula, charge and spin ... 145.2 kJ/mol

XYZ file:
```
35
C16H13BrN2O3 | the Open Molecules 2025 dataset | ωB97M-V with the def2-TZVPD basis set
O -3.009 3.311 0.153
C -2.108 2.627 0.505
C -2.091 1.428 1.350
O -2.900 0.811 2.067
N -0.814 0.990 1.311
C -0.292 -0.353 1.771
C -0.278 -1.458 0.623
C -1.461 -1.681 0.043
C -1.612 -2.578 -0.987
C -0.508 -3.247 -1.596
C 0.714 -3.179 -0.880
C 1.758 -3.904 -1.377
C 2.937 -3.750 -0.770
C 3.070 -2.985 0.418
C 2.069 -2.204 0.854
C 0.827 -2.247 0.141
C -0.060 1.858 0.668
O 1.148 1.695 0.365
N -0.766 2.882 0.138
C -0.335 3.825 -0.898
C -0.540 5.204 -0.233
Br -0.423 6.419 -1.770
H -0.792 -0.735 2.650
H 0.752 -0.117 2.181
H -2.353 -1.162 0.445
H -2.525 -2.648 -1.531
H -0.628 -3.936 -2.418
H 1.566 -4.616 -2.216
H 3.839 -4.073 -1.205
H 4.078 -2.914 0.940
H 2.164 -1.563 1.647
H 0.670 3.698 -1.270
H -0.908 3.848 -1.779
H 0.334 5.419 0.415
H -1.525 5.334 0.246
```

Mulliken atomic charge list, values in e, 6 entries:
1. O -0.54
2. C 0.22
3. C 0.65
4. O -0.61
5. N 0.18
6. C -1.23

[6]
ORCA calculation (ωB97M-V with the def2-TZVPD basis set) on C16H13Cl3F5IO2RuSeSi2 as an isolated structure at a distorted geometry.

Properties
Lowest unoccupied orbital energy (spin up / spin down) ... -2.1 / -1.7 eV
HOMO energy (spin up / spin down) ... -8.71 / -8.53 eV
Largest force on an atom ... 1.19 eV Å⁻¹
Energy above the lowest of the compared OMol25 structures with the same formula, charge and spin ... 0.0 kJ/mol

XYZ file:
```
44
C16H13Cl3F5IO2RuSeSi2 | the Open Molecules 2025 dataset | ωB97M-V with the def2-TZVPD basis set
Ru -1.010 -0.280 -0.293
F -2.096 -6.747 -3.133
C -2.280 -5.620 -2.451
C -3.353 -4.800 -2.749
F -4.197 -5.140 -3.723
C -3.536 -3.630 -2.034
F -4.574 -2.856 -2.354
C -2.666 -3.249 -1.023
Se -2.934 -1.623 -0.065
C -1.609 -4.101 -0.734
F -0.767 -3.818 0.259
C -1.404 -5.273 -1.438
F -0.381 -6.073 -1.142
C 0.656 1.605 2.114
Si -0.271 -0.010 1.979
C -1.838 0.065 2.990
C 0.804 -1.423 2.573
H 1.078 1.704 3.119
H -0.005 2.456 1.940
H 1.471 1.661 1.391
H -1.586 0.414 3.996
H -2.302 -0.918 3.070
H -2.561 0.758 2.557
H 0.695 -1.565 3.652
H 1.859 -1.220 2.368
H 0.538 -2.362 2.084
Cl -0.199 -1.291 -2.486
Si 1.112 -1.069 -0.758
Cl 2.589 0.259 -1.192
Cl 2.021 -2.874 -0.547
I -3.112 7.836 -2.771
C -2.569 5.948 -2.081
C -1.417 5.347 -2.573
C -1.056 4.094 -2.108
C -1.849 3.448 -1.166
C -3.003 4.054 -0.684
C -3.365 5.312 -1.137
C -1.467 2.105 -0.684
O -2.287 1.406 -0.006
O -0.331 1.600 -0.926
H -0.809 5.852 -3.310
H -0.161 3.607 -2.471
H -3.613 3.535 0.043
H -4.259 5.791 -0.763
```

Mulliken atomic charge list, values in e, 6 entries:
1. Ru 0.11
2. F -0.29
3. C 0.58
4. C 0.23
5. F -0.29
6. C 0.40